No. 1
Entry from OMol25: a cluster of 2 separate species, C36H38N2O2Si in total at a distorted geometry (ωB97M-V/def2-TZVPD).

Computed properties:
HOMO level in eV: -6.883
LUMO energy in eV: -0.997
Charge: 0
Energy relative to the best compared isomer or geometry (same formula, charge and spin) in kJ/mol: 43.23
Total energy in hartree: -1944.0721
Maximum force in hartree/bohr: 0.0472

The geometry in XYZ format:
```
79
C36H38N2O2Si | OMol25 | ωB97M-V/def2-TZVPD
O 0.93811 2.81343 -1.80795
C 2.00577 3.13105 -2.41593
C 2.05454 3.33588 -3.84948
C 3.20297 3.74990 -4.48289
C 4.37568 4.02672 -3.75218
C 5.54809 4.55424 -4.39743
N 6.50787 4.99481 -4.90863
C 4.38271 3.79510 -2.36094
C 3.24691 3.35917 -1.70563
H 1.13487 3.17486 -4.41710
H 3.22145 3.89167 -5.57174
H 5.30409 3.98341 -1.80326
H 3.23591 3.21449 -0.62950
C 2.66469 -3.94057 3.27405
Si 1.17428 -4.31095 2.23019
C 1.39199 -5.87654 1.24597
C -0.35761 -4.42721 3.28670
O 1.05223 -3.08974 1.11016
C 0.18712 -1.98104 0.95631
C -1.17849 -2.44252 0.40083
C -1.27135 -3.67655 -0.24323
C -2.51255 -4.15812 -0.67304
C -3.65367 -3.36776 -0.52269
C -3.54905 -2.09245 0.03699
C -2.30768 -1.62382 0.48500
C 0.17056 -1.20348 2.28577
C -0.95799 -1.17062 3.10865
C -0.92325 -0.45552 4.31386
C 0.26591 0.12421 4.75152
C 1.42767 -0.01233 3.98424
C 1.38309 -0.68471 2.75763
C 0.87062 -1.10775 -0.16814
C 0.97909 -1.83883 -1.51828
C -0.13375 -1.29797 -2.40412
C -0.50470 0.06433 -1.81122
N 0.09252 0.09343 -0.47675
C 0.01521 1.16403 0.31116
C -0.72305 2.30829 0.01296
C -1.06659 2.90223 -1.20976
C -2.11116 3.95361 -1.16282
C -2.14975 5.01367 -2.10825
C -3.21712 5.91191 -2.13065
C -4.26950 5.79951 -1.20258
C -4.23088 4.78458 -0.23375
C -3.15677 3.90064 -0.19438
H 2.75708 -4.69783 4.06469
H 3.57102 -3.96410 2.65539
H 2.58619 -2.95183 3.74157
H 1.54579 -6.71595 1.93835
H 0.50654 -6.09049 0.63385
H 2.26585 -5.79932 0.58608
H -0.34457 -5.40338 3.79192
H -0.37678 -3.64068 4.04991
H -1.27266 -4.35992 2.68591
H -0.37898 -4.28786 -0.40296
H -2.56510 -5.15120 -1.12969
H -4.62495 -3.74180 -0.86086
H -4.42689 -1.44981 0.13640
H -2.22495 -0.63063 0.93206
H -1.85984 -1.71501 2.82751
H -1.84110 -0.36439 4.89916
H 0.29822 0.67798 5.69248
H 2.38087 0.39945 4.32439
H 2.29637 -0.82216 2.16993
H 1.88105 -0.82485 0.17758
H 1.94696 -1.54664 -1.94347
H 0.97815 -2.92319 -1.40961
H 0.17717 -1.19186 -3.44725
H -1.02339 -1.93473 -2.38413
H -0.07326 0.84712 -2.44288
H -1.59053 0.23673 -1.76447
H 0.54248 1.15947 1.27338
H -0.92522 2.94556 0.88095
H -0.91270 2.51872 -2.22343
H -1.32687 5.11263 -2.81447
H -3.24963 6.71992 -2.86772
H -5.10164 6.50835 -1.21484
H -5.04056 4.68205 0.49666
H -3.13318 3.11296 0.55797
```


No. 2
Entry from OMol25: a structure of composition C37H40N2S3W at a distorted geometry (ωB97M-V/def2-TZVPD).

Computed properties:
HOMO level (spin up / spin down) in eV: -6.867 / -6.867
LUMO energy (spin up / spin down) in eV: -2.153 / -2.147
Charge: 0
Total energy in hartree: -2805.1049
Maximum force in hartree/bohr: 0.0553

The geometry in XYZ format:
```
83
C37H40N2S3W | OMol25 | ωB97M-V/def2-TZVPD
W 1.43432 -0.02099 1.78310
C 5.00615 0.47615 0.30595
C 4.24689 0.72939 -1.00258
C 3.27799 1.90269 -0.84997
C 3.64689 -0.58936 -1.45018
C 4.41102 -1.35801 -2.32153
C 4.02561 -2.62960 -2.69824
C 2.85884 -3.16801 -2.19166
C 2.03707 -2.42876 -1.35259
C 0.72868 -3.01503 -0.86988
C -0.15214 -3.43442 -2.05169
C 0.98104 -4.19807 0.06749
C 2.43676 -1.13127 -0.98394
N 1.53224 -0.35834 -0.20802
C 0.54693 0.26053 -0.89654
C -0.50891 0.84428 -0.15141
N -0.42304 0.83561 1.18358
C -1.64424 0.97985 1.88588
C -2.65409 0.00706 1.73345
C -3.86753 0.20435 2.37548
C -4.10323 1.32869 3.14171
C -3.10719 2.27034 3.29826
C -1.87853 2.11607 2.67483
C -0.79110 3.13380 2.91401
C -0.25621 2.91596 4.33230
C -1.25328 4.58106 2.73918
C -2.47241 -1.26719 0.94112
C -3.62077 -1.50329 -0.04524
C -2.36824 -2.45245 1.90336
C -1.57376 1.22306 -1.07388
C -2.82257 1.79099 -0.97651
C -3.59210 1.91724 -2.14988
C -3.14880 1.51085 -3.38445
C -1.85496 0.95525 -3.52523
C -1.24107 0.47349 -4.70490
C 0.03204 -0.04119 -4.66141
C 0.77835 -0.15137 -3.47379
C 0.19603 0.27008 -2.30007
C -1.10689 0.83860 -2.35684
H 5.33605 1.41271 0.75362
H 5.87967 -0.15059 0.13613
H 4.35518 -0.04709 1.01622
H 4.98194 1.02073 -1.76224
H 2.68614 1.82930 0.07165
H 2.60477 1.96503 -1.70395
H 3.85359 2.82540 -0.79273
H 5.33059 -0.94891 -2.71223
H 4.63709 -3.19983 -3.38345
H 2.57765 -4.17229 -2.46830
H 0.19342 -2.25446 -0.28726
H 0.23165 -4.34107 -2.51557
H -0.19558 -2.64778 -2.80352
H -1.16468 -3.63101 -1.70726
H 1.54406 -4.98423 -0.43097
H 0.03149 -4.60871 0.40175
H 1.53182 -3.86993 0.94772
H -4.64873 -0.53213 2.26128
H -5.06535 1.47239 3.60706
H -3.29168 3.15053 3.89325
H 0.01881 2.96202 2.19108
H -1.04689 3.07356 5.06121
H 0.56014 3.60193 4.54152
H 0.11062 1.89418 4.43757
H -1.96269 4.86771 3.51211
H -1.71676 4.73093 1.76573
H -0.39258 5.24356 2.81024
H -1.54198 -1.21637 0.36728
H -4.51241 -1.84466 0.47512
H -3.33487 -2.27051 -0.76170
H -3.86539 -0.59686 -0.59369
H -3.22239 -2.48140 2.57418
H -1.46296 -2.37639 2.50022
H -2.33239 -3.38610 1.34814
H -3.23570 2.12050 -0.03455
H -4.58334 2.33810 -2.06285
H -3.78248 1.60050 -4.25525
H -1.78863 0.50768 -5.63526
H 0.48518 -0.39676 -5.57468
H 1.77476 -0.56579 -3.51235
S 4.27507 -0.33978 3.86762
C 3.07723 0.36134 3.03399
S 2.43724 1.93382 2.94589
S 0.89754 -1.86733 2.87794
```


No. 3
Entry from OMol25: a structure of composition C30H32IN6O7S3Si2Ti at a distorted geometry (ωB97M-V/def2-TZVPD).

Computed properties:
HOMO level in eV: -4.006
LUMO energy in eV: 2.215
Charge: -1
Total energy in hartree: -4938.5718
Maximum force in hartree/bohr: 0.0283

The geometry in XYZ format:
```
82
C30H32IN6O7S3Si2Ti | OMol25 | ωB97M-V/def2-TZVPD
Ti 1.02258 -0.04086 0.65008
C -1.45104 -2.60519 -0.67862
Si -1.27576 -1.23687 0.63005
C -1.93048 -2.08585 2.20235
C -2.67896 0.03998 0.31935
C -3.81056 -0.40734 -0.37529
C -4.94466 0.37566 -0.53368
C -4.98265 1.64860 0.01889
C -3.86486 2.12112 0.68655
C -2.70537 1.34996 0.83719
Si -1.30495 2.22856 1.73780
C -0.96057 3.89020 0.93746
C -1.81089 2.53796 3.51564
H -2.38788 -3.16169 -0.56862
H -0.63528 -3.32427 -0.54662
H -1.37894 -2.20964 -1.69113
H -2.92033 -2.49544 1.97229
H -2.03857 -1.39061 3.03575
H -1.28354 -2.90241 2.52986
H -3.80988 -1.40282 -0.80542
H -5.79932 -0.01026 -1.07807
H -5.86757 2.26732 -0.08147
H -3.89031 3.13098 1.09010
H -1.72473 4.62557 1.20444
H -0.90711 3.82266 -0.14946
H 0.00204 4.25742 1.30469
H -2.70796 3.16109 3.56858
H -0.99965 3.03762 4.05028
H -2.01486 1.59782 4.03138
O 1.57914 -1.28408 -1.02254
C 2.21803 -2.00788 -0.23236
O 2.33089 -1.63852 0.98840
C 2.80610 -3.28928 -0.70466
C 3.40566 -4.16665 0.18530
C 3.93533 -5.38688 -0.24204
C 3.83217 -5.66060 -1.58228
O 4.27249 -6.77105 -2.25014
C 3.86801 -6.59924 -3.60974
O 3.28061 -5.31170 -3.73878
C 3.23503 -4.78290 -2.47222
C 2.70608 -3.58776 -2.07214
H 3.46068 -3.89952 1.23070
H 4.39864 -6.08262 0.44282
H 3.13047 -7.36512 -3.86373
H 4.74611 -6.66429 -4.25443
H 2.21987 -2.89948 -2.74915
I 0.34611 -2.59628 7.40395
C 0.85987 -2.27861 5.43701
C 1.80185 -2.96853 4.70899
N 1.78544 -2.41827 3.48235
N 0.91206 -1.41529 3.37310
C 0.34118 -1.31227 4.55640
H 2.45659 -3.78086 4.97310
H 2.35726 -2.59509 2.66908
H -0.38141 -0.53848 4.74847
N -3.19043 6.22992 -2.98259
C -2.44723 5.05024 -2.86281
C -3.06737 3.85716 -2.50151
C -2.33860 2.68422 -2.40253
C -0.98084 2.69235 -2.67830
C -0.35787 3.87019 -3.07183
C -1.08232 5.04345 -3.15712
S -0.03646 1.20678 -2.51956
O -0.97829 0.13392 -2.37803
O 0.89191 1.20680 -3.62513
N 0.76780 1.35864 -1.11688
C 2.07542 1.72545 -1.12917
S 2.97815 2.75024 -2.20173
C 4.37408 2.53191 -1.20366
C 4.09321 1.69434 -0.18239
N 2.79956 1.25221 -0.14238
H -4.03141 6.24169 -2.42702
H -2.65220 7.07167 -2.85009
H -4.12748 3.84655 -2.27754
H -2.81948 1.76128 -2.10645
H 0.69632 3.86951 -3.31641
H -0.59317 5.96226 -3.45999
H 5.31788 2.99090 -1.44333
H 4.78399 1.37662 0.58398
O 1.42978 1.29487 3.99540
S 1.54363 1.54628 2.52337
N 0.10921 1.23258 1.71386
```


No. 4
Entry from OMol25: the molecule C4H8O3 (ωB97M-V/def2-TZVPD).

Computed properties:
HOMO level in eV: -10.151
Structure (SMILES): C[C@@H](O)[C@@H](O)C=O
LUMO energy in eV: 0.747
Charge: 0
Energy relative to the best compared isomer or geometry (same formula, charge and spin) in kJ/mol: 135.14
Total energy in hartree: -382.9133
Maximum force in hartree/bohr: 0.0133

The geometry in XYZ format:
```
15
C4H8O3 | OMol25 | ωB97M-V/def2-TZVPD
C -0.90926 0.64182 -1.38126
C -0.65093 -0.43368 -0.34086
O 0.13821 -1.43602 -0.92795
C 0.02420 0.06147 0.94759
O 0.23380 -1.05830 1.77693
C 1.32684 0.80259 0.71218
O 2.37413 0.44587 1.20028
H -1.44322 0.19130 -2.21987
H -1.52077 1.45822 -0.97982
H 0.02647 1.06201 -1.76387
H -1.61426 -0.84578 -0.00378
H 0.16653 -2.17060 -0.29946
H -0.64529 0.77356 1.45097
H 1.15761 -1.29975 1.67866
H 1.26643 1.71161 0.08185
```


No. 5
Entry from OMol25: the molecule C4H4S at a distorted geometry (ωB97M-V/def2-TZVPD).

Computed properties:
HOMO level in eV: -9.093
Structure (SMILES): C#S#CC=C
LUMO energy in eV: -1.226
Charge: 0
Energy relative to the best compared isomer or geometry (same formula, charge and spin) in kJ/mol: 668.83
Total energy in hartree: -552.7373
Maximum force in hartree/bohr: 0.0555

The geometry in XYZ format:
```
9
C4H4S | OMol25 | ωB97M-V/def2-TZVPD
C 2.25617 -1.01682 -0.72965
C 0.79501 0.58456 0.24914
C -1.59620 0.60372 0.02746
C -0.46410 -0.08513 0.28246
S 1.86827 -0.65668 0.90365
H 1.80868 -0.16462 -1.22585
H -2.65819 0.22665 0.25540
H -1.52418 1.64736 -0.24084
H -0.48546 -1.13903 0.47823
```


No. 6
Entry from OMol25: a structure of composition C13H29Cl10FNb at a distorted geometry (ωB97M-V/def2-TZVPD).

Computed properties:
HOMO level in eV: -4.411
LUMO energy in eV: 2.272
Charge: -1
Total energy in hartree: -5271.2975
Maximum force in hartree/bohr: 0.0666

The geometry in XYZ format:
```
54
C13H29Cl10FNb | OMol25 | ωB97M-V/def2-TZVPD
C 4.41092 -0.02296 0.38026
C 3.95508 1.24473 0.23215
C 2.56111 1.69506 -0.03658
Nb 0.83370 0.26074 0.27923
F 0.73430 -0.21431 -1.63010
H 5.18000 -0.40737 -0.27873
H 4.08244 -0.69521 1.15411
H 4.71044 2.03385 0.25578
H 2.53896 2.07831 -1.05301
H 2.36831 2.56637 0.60439
H -0.41528 1.60677 0.00583
H -0.64375 -0.81403 0.55072
H 1.79999 -1.21613 0.74831
H 0.66601 0.68660 2.03225
Cl 0.15756 -3.96062 1.20961
C -1.02807 -4.18977 -0.08444
C -2.43429 -4.29135 0.43690
Cl -2.71612 -5.80575 1.35423
H -0.74785 -5.07489 -0.65029
H -0.95038 -3.31750 -0.73364
H -3.13499 -4.29646 -0.39592
H -2.67609 -3.45827 1.08893
Cl 7.11311 2.51598 2.21418
C 6.56806 2.03680 3.84320
C 5.31285 1.20449 3.81685
Cl 3.89424 2.12664 3.29120
H 6.42521 2.94399 4.42356
H 7.37724 1.46063 4.28880
H 5.10425 0.84158 4.82218
H 5.41443 0.35021 3.15008
Cl 3.46555 4.29101 -3.62573
C 2.24184 3.88137 -4.85805
C 0.86709 3.71796 -4.26708
Cl 0.73774 2.27934 -3.23148
H 2.56504 2.97312 -5.35904
H 2.23553 4.69562 -5.58075
H 0.13756 3.59418 -5.06462
H 0.58365 4.58443 -3.67569
Cl -4.89185 -3.38711 3.03229
C -5.73256 -4.95439 3.01642
C -6.79814 -5.04250 4.07655
Cl -6.11695 -5.08242 5.72457
H -4.98424 -5.73164 3.13308
H -6.18930 -5.06038 2.03414
H -7.36448 -5.96268 3.94593
H -7.48323 -4.20139 4.02074
Cl -2.63727 4.32942 -4.35491
C -3.10934 3.00421 -3.24725
C -4.22667 2.16792 -3.80226
Cl -5.77532 3.05921 -3.88585
H -3.37662 3.44999 -2.29443
H -2.22528 2.38513 -3.10080
H -4.38794 1.30992 -3.15393
H -3.99617 1.81154 -4.80184
```